Entry 1
Formula: CH2FP
Source: the Open Molecules 2025 dataset
Level of theory: wB97M-V/def2-TZVPD

Last column: natural (NBO) charge in e.
Positions of all 5 atoms, in Å:
C  1.107  -0.850  0.745  0.025
F  1.997  -1.000  -0.264  -0.348
P  -1.653  -0.771  -0.191  -0.090
H  0.724  0.029  0.418  0.202
H  0.901  -1.815  1.173  0.211

Values from the calculation:
2S+1: 1
frontier orbital gap (spin up / spin down): 6.635 / 6.643 eV
highest occupied orbital energy (spin up / spin down): -8.007 / -8.009 eV


Entry 2
Formula: CH2FP
Source: the Open Molecules 2025 dataset
Level of theory: wB97M-V/def2-TZVPD

Last column: natural (NBO) charge in e.
Positions of all 5 atoms, in Å:
H  -1.631  0.716  -0.101  -0.032
P  -0.289  1.256  -0.034  0.424
C  0.244  -0.328  0.072  -0.147
F  1.824  -0.380  0.015  -0.427
H  -0.148  -1.264  0.047  0.181

Values from the calculation:
2S+1: 1
frontier orbital gap: 9.903 eV
highest occupied orbital energy: -10.200 eV
structure (SMILES): [H]/P=C/F


Energies in kJ/mol, measured from the most stable structure: entry 1 437.0; entry 2 0.0.


Entry 1
Formula: C15H15ClIN4O2PdSbSe5
Source: the Open Molecules 2025 dataset
Level of theory: wB97M-V/def2-TZVPD

Last column: natural (NBO) charge in e.
Positions of all 45 atoms, in Å:
Pd  -0.558  0.847  0.507  0.772
Cl  5.476  0.312  4.632  -0.003
C  4.228  0.399  3.420  -0.100
C  4.570  0.734  2.101  -0.169
C  3.604  0.845  1.137  -0.222
C  2.237  0.621  1.433  0.421
O  1.419  0.797  0.433  -0.671
C  1.912  0.241  2.756  -0.308
C  0.598  -0.089  3.226  0.477
O  -0.435  -0.233  2.564  -0.680
C  2.927  0.162  3.740  -0.141
H  5.606  0.927  1.855  0.232
H  3.848  1.152  0.129  0.237
H  0.527  -0.244  4.313  0.143
H  2.658  -0.097  4.756  0.224
Se  -0.423  2.890  1.928  -0.424
Sb  -0.065  3.504  -0.550  1.042
Se  -2.053  4.611  -1.169  -0.668
Se  2.148  4.227  -0.843  -0.619
Se  -0.343  1.185  -1.873  -0.307
C  2.243  -1.849  -1.701  -0.412
N  0.972  -1.968  -2.421  -0.332
C  0.828  -2.106  -3.782  -0.045
C  -0.499  -2.096  -4.041  -0.063
N  -1.142  -1.958  -2.830  -0.334
C  -2.584  -1.790  -2.659  -0.409
C  -0.234  -1.872  -1.849  0.274
Se  -0.554  -1.645  -0.003  -0.048
H  3.032  -1.749  -2.440  0.218
H  2.405  -2.733  -1.090  0.222
H  2.198  -0.958  -1.077  0.263
H  1.674  -2.186  -4.440  0.240
H  -1.040  -2.163  -4.967  0.241
H  -3.084  -2.304  -3.476  0.218
H  -2.824  -0.728  -2.672  0.236
H  -2.876  -2.219  -1.706  0.241
I  -6.607  1.158  -0.657  0.220
C  -4.794  0.963  0.250  -0.319
C  -4.542  0.511  1.526  -0.028
N  -3.212  0.543  1.700  -0.310
N  -2.601  0.987  0.596  -0.258
C  -3.535  1.253  -0.298  -0.012
H  -5.205  0.184  2.309  0.240
H  -2.641  0.257  2.483  0.450
H  -3.258  1.680  -1.249  0.274

Values from the calculation:
2S+1: 1
frontier orbital gap (spin up / spin down): 4.788 / 4.789 eV
highest occupied orbital energy (spin up / spin down): -7.100 / -7.100 eV


Entry 2
Formula: C15H15ClIN4O2PdSbSe5
Source: the Open Molecules 2025 dataset
Level of theory: wB97M-V/def2-TZVPD

Last column: natural (NBO) charge in e.
Positions of all 45 atoms, in Å:
Pd  0.296  -0.351  0.412  0.576
Cl  -6.059  -1.380  3.682  -0.018
C  -4.970  -1.141  2.340  -0.094
C  -4.681  -2.200  1.473  -0.173
C  -3.587  -2.141  0.648  -0.288
C  -2.706  -1.030  0.652  0.408
O  -1.645  -1.048  -0.091  -0.787
C  -3.089  0.090  1.452  -0.252
C  -2.323  1.322  1.497  0.430
O  -1.410  1.623  0.741  -0.646
C  -4.205  -0.008  2.300  -0.185
H  -5.317  -3.077  1.482  0.225
H  -3.349  -2.961  -0.018  0.223
H  -2.612  2.039  2.288  0.126
H  -4.437  0.814  2.968  0.224
Se  -0.456  0.681  6.230  -0.609
Sb  -0.498  -1.135  4.662  1.015
Se  -0.199  -3.354  5.572  -0.220
Se  -2.624  -2.124  5.388  -0.170
Se  0.513  -0.482  2.581  -0.448
C  1.990  3.120  -0.935  -0.418
N  2.872  2.039  -1.350  -0.337
C  3.668  2.048  -2.476  -0.052
C  4.421  0.932  -2.444  -0.070
N  4.077  0.244  -1.295  -0.344
C  4.707  -0.982  -0.825  -0.413
C  3.133  0.935  -0.628  0.278
Se  2.265  0.409  1.033  -0.007
H  1.448  3.502  -1.797  0.217
H  2.567  3.919  -0.472  0.221
H  1.270  2.763  -0.205  0.267
H  3.610  2.836  -3.206  0.239
H  5.149  0.545  -3.134  0.240
H  5.029  -1.574  -1.679  0.217
H  3.999  -1.566  -0.245  0.253
H  5.558  -0.754  -0.186  0.224
I  0.125  -1.913  -5.363  0.201
C  -0.084  -0.798  -3.648  -0.312
C  -1.124  0.041  -3.299  -0.022
N  -0.815  0.563  -2.111  -0.287
N  0.360  0.115  -1.655  -0.322
C  0.814  -0.729  -2.581  -0.035
H  -2.044  0.286  -3.804  0.241
H  -1.387  1.125  -1.491  0.461
H  1.752  -1.246  -2.465  0.225

Values from the calculation:
2S+1: 1
frontier orbital gap: 5.916 eV
highest occupied orbital energy: -7.140 eV


Energies in kJ/mol, measured from the most stable structure: entry 1 0.0; entry 2 135.5.


Entry 1
Formula: C2H4BrNO2
Source: the Open Molecules 2025 dataset
Level of theory: wB97M-V/def2-TZVPD

Last column: natural (NBO) charge in e.
Positions of all 10 atoms, in Å:
C  2.318  -0.809  0.158  0.331
C  -1.843  0.440  0.197  -0.279
N  0.119  0.243  -1.015  -0.373
O  3.430  -1.191  0.040  -0.451
O  -0.633  -0.294  0.004  -0.424
Br  1.728  1.001  -0.159  0.421
H  1.319  -1.385  0.146  0.206
H  -2.391  0.224  1.219  0.196
H  -2.482  0.231  -0.627  0.183
H  -1.566  1.541  0.037  0.190

Values from the calculation:
2S+1: 1
frontier orbital gap: 8.615 eV
highest occupied orbital energy: -8.503 eV


Entry 2
Formula: C2H4BrNO2
Source: the Open Molecules 2025 dataset
Level of theory: wB97M-V/def2-TZVPD

Last column: natural (NBO) charge in e.
Positions of all 10 atoms, in Å:
O  0.966  0.385  -0.895  -0.505
C  0.058  1.092  -0.643  0.774
O  -0.491  2.301  -0.852  -0.443
C  -1.283  1.267  -0.129  -0.159
Br  -2.719  0.607  -1.127  0.089
H  -1.519  1.660  0.917  0.245
N  1.235  -1.646  0.837  -1.080
H  0.378  -1.770  0.258  0.359
H  1.924  -1.374  0.251  0.361
H  1.450  -2.523  1.382  0.360

Values from the calculation:
2S+1: 1
frontier orbital gap: 10.261 eV
highest occupied orbital energy: -9.690 eV
structure (SMILES): O=C1O[C@H]1Br.N


Energies in kJ/mol, measured from the most stable structure: entry 1 403.8; entry 2 0.0.


Entry 1
Formula: C36H34N4O6RbSSb
Source: the Open Molecules 2025 dataset
Level of theory: wB97M-V/def2-TZVPD

Last column: Mulliken charge in e.
Positions of all 83 atoms, in Å:
Rb  -0.705  0.113  1.120  0.884
C  3.656  2.114  3.545  -1.528
C  2.527  1.818  2.594  0.388
N  1.356  1.461  2.978  0.378
N  1.168  1.375  4.329  -0.655
C  -0.069  0.979  4.638  0.079
O  -1.029  0.698  3.895  -0.750
C  -0.294  0.869  6.137  0.278
C  -1.544  0.463  6.592  -0.382
C  -1.803  0.347  7.951  -0.639
C  -0.809  0.637  8.876  -0.262
C  0.443  1.043  8.430  -0.670
C  0.698  1.158  7.071  -0.078
C  2.752  1.964  1.133  0.057
C  3.823  2.706  0.634  -0.517
C  3.976  2.849  -0.739  -0.903
C  3.076  2.241  -1.594  -0.732
C  2.053  1.506  -1.005  -1.218
N  1.882  1.373  0.303  0.662
H  3.520  1.518  4.445  0.387
H  3.655  3.165  3.852  0.237
H  4.624  1.889  3.095  0.475
H  -2.300  0.244  5.849  0.458
H  -2.783  0.029  8.289  0.367
H  -1.008  0.546  9.938  0.349
H  1.224  1.270  9.146  0.355
H  1.665  1.473  6.705  0.377
H  4.515  3.186  1.313  0.356
H  4.798  3.436  -1.134  0.379
H  3.134  2.315  -2.674  0.536
H  1.334  0.992  -1.631  1.292
O  1.586  0.074  -5.655  -0.737
C  1.497  1.147  -5.024  0.192
O  2.260  2.138  -5.047  -0.784
C  0.339  1.239  -4.007  0.497
C  0.031  2.435  -3.369  -0.228
C  -0.878  2.423  -2.324  -0.515
N  -1.473  1.319  -1.864  -0.247
C  -1.240  0.181  -2.523  0.297
C  -0.364  0.112  -3.605  -0.384
C  -1.946  -1.098  -2.046  0.009
O  -2.053  -2.008  -2.889  -0.849
O  -2.334  -1.125  -0.848  -0.513
H  0.552  3.338  -3.656  0.444
H  -1.115  3.341  -1.793  0.345
H  -0.218  -0.829  -4.115  0.663
O  1.454  -2.258  0.678  -0.736
S  1.184  -2.113  -0.784  0.937
C  1.181  -3.766  -1.485  -0.007
C  0.294  -4.057  -2.508  0.151
C  0.310  -5.339  -3.049  -0.720
C  1.182  -6.298  -2.557  -0.431
C  2.048  -5.990  -1.511  -0.655
C  2.050  -4.717  -0.969  -0.469
C  2.733  -1.574  -1.525  0.271
C  2.779  -1.231  -2.868  -0.438
C  3.946  -0.688  -3.387  -0.800
C  5.052  -0.516  -2.564  -0.472
C  4.992  -0.869  -1.222  -0.752
C  3.821  -1.390  -0.688  -0.195
H  -0.423  -3.312  -2.846  0.239
H  -0.378  -5.586  -3.847  0.436
H  1.183  -7.295  -2.980  0.355
H  2.719  -6.746  -1.122  0.366
H  2.701  -4.446  -0.146  0.419
H  1.918  -1.329  -3.518  0.600
H  3.942  -0.362  -4.420  0.427
H  5.956  -0.072  -2.964  0.397
H  5.847  -0.704  -0.577  0.373
H  3.718  -1.621  0.365  0.485
C  -5.486  -1.336  -0.874  -1.315
Sb  -4.605  0.073  0.486  0.769
C  -3.847  -1.401  1.859  -1.161
C  -6.473  0.277  1.609  -1.360
H  -6.027  -2.098  -0.311  0.382
H  -4.683  -1.793  -1.449  0.345
H  -6.179  -0.827  -1.546  0.385
H  -4.668  -2.023  2.217  0.398
H  -3.361  -0.923  2.712  0.227
H  -3.131  -2.015  1.314  0.369
H  -6.905  -0.705  1.811  0.354
H  -7.194  0.870  1.041  0.325
H  -6.287  0.784  2.558  0.349

Values from the calculation:
2S+1: 1
frontier orbital gap: 6.702 eV
highest occupied orbital energy: -2.848 eV
charge: -2


Entry 2
Formula: C36H34N4O6RbSSb
Source: the Open Molecules 2025 dataset
Level of theory: wB97M-V/def2-TZVPD

Last column: Mulliken charge in e.
Positions of all 83 atoms, in Å:
Rb  -0.260  0.188  0.728  0.814
C  3.163  -3.344  2.327  -1.504
C  2.108  -2.569  1.585  0.358
N  1.169  -1.916  2.159  0.713
N  1.085  -1.980  3.524  -0.850
C  0.529  -0.890  4.042  -0.158
O  0.243  0.198  3.492  -0.514
C  0.248  -1.007  5.530  0.223
C  -0.323  0.079  6.185  -0.227
C  -0.617  0.018  7.540  -0.636
C  -0.342  -1.135  8.262  -0.253
C  0.228  -2.226  7.615  -0.649
C  0.520  -2.162  6.260  -0.163
C  2.212  -2.448  0.102  0.510
C  3.442  -2.654  -0.528  -0.767
C  3.561  -2.423  -1.889  -0.629
C  2.451  -2.004  -2.599  -0.770
C  1.261  -1.855  -1.903  0.178
N  1.131  -2.076  -0.598  -0.093
H  2.797  -3.563  3.327  0.330
H  4.080  -2.757  2.427  0.294
H  3.415  -4.271  1.807  0.396
H  -0.532  0.965  5.599  0.402
H  -1.063  0.875  8.033  0.379
H  -0.570  -1.185  9.320  0.348
H  0.445  -3.131  8.171  0.352
H  0.961  -3.001  5.740  0.403
H  4.306  -2.948  0.051  0.303
H  4.520  -2.534  -2.380  0.395
H  2.503  -1.758  -3.651  0.468
H  0.373  -1.505  -2.420  0.297
O  2.756  2.047  -6.100  -0.738
C  3.566  1.780  -5.191  0.398
O  4.768  1.446  -5.278  -0.748
C  2.952  1.636  -3.775  0.008
C  3.751  1.294  -2.688  -0.537
C  3.163  1.129  -1.447  -0.568
N  1.861  1.297  -1.215  0.247
C  1.092  1.646  -2.251  0.800
C  1.596  1.809  -3.539  -0.423
C  -0.401  1.787  -1.940  -0.552
O  -1.168  1.139  -2.693  -0.594
O  -0.723  2.460  -0.934  -0.675
H  4.811  1.146  -2.846  0.468
H  3.760  0.829  -0.589  0.379
H  0.942  2.056  -4.364  0.556
O  -2.658  -1.066  -0.172  -0.818
S  -2.481  -1.397  -1.616  1.270
C  -3.945  -0.817  -2.479  -0.222
C  -3.772  0.006  -3.579  -0.040
C  -4.902  0.473  -4.244  -0.671
C  -6.169  0.133  -3.796  -0.306
C  -6.325  -0.679  -2.675  -0.643
C  -5.209  -1.158  -2.013  -0.400
C  -2.858  -3.156  -1.729  0.060
C  -2.981  -3.777  -2.965  -0.599
C  -3.193  -5.145  -3.020  -0.567
C  -3.273  -5.885  -1.845  -0.369
C  -3.135  -5.256  -0.618  -0.549
C  -2.921  -3.883  -0.554  -0.192
H  -2.773  0.316  -3.861  0.510
H  -4.783  1.124  -5.100  0.397
H  -7.044  0.509  -4.314  0.358
H  -7.316  -0.934  -2.321  0.368
H  -5.306  -1.786  -1.135  0.378
H  -2.917  -3.193  -3.876  0.393
H  -3.293  -5.635  -3.980  0.378
H  -3.433  -6.955  -1.891  0.364
H  -3.182  -5.832  0.298  0.383
H  -2.796  -3.363  0.387  0.428
C  -0.192  5.444  1.350  -1.311
Sb  0.214  3.463  2.104  0.815
C  -1.882  2.960  2.142  -1.247
C  0.236  4.105  4.177  -1.198
H  -1.031  5.887  1.891  0.378
H  -0.444  5.355  0.294  0.290
H  0.684  6.086  1.454  0.361
H  -2.370  3.534  2.932  0.461
H  -2.048  1.901  2.331  0.297
H  -2.302  3.215  1.170  0.374
H  -0.648  4.705  4.400  0.372
H  1.130  4.697  4.381  0.375
H  0.250  3.224  4.819  0.154

Values from the calculation:
2S+1: 1
frontier orbital gap: 6.638 eV
highest occupied orbital energy: -2.973 eV
charge: -2


Energies in kJ/mol, measured from the most stable structure: entry 1 0.0; entry 2 75.0.